No. 1
{
  "formula": "C34H47F21O26S3",
  "method": "the ωB97M-V functional and the def2-TZVPD basis",
  "species": ["C", "C", "O", "C", "O", "C", "F", "F", "F", "H", "H", "H", "H", "H", "C", "C", "O", "C", "O", "C", "F", "F", "F", "H", "H", "H", "H", "H", "C", "C", "O", "C", "O", "C", "F", "F", "F", "H", "H", "H", "H", "H", "C", "C", "O", "C", "O", "C", "F", "F", "F", "H", "H", "H", "H", "H", "C", "C", "O", "C", "O", "C", "F", "F", "F", "H", "H", "H", "H", "H", "C", "C", "O", "C", "O", "C", "F", "F", "F", "H", "H", "H", "H", "H", "C", "C", "O", "C", "O", "C", "F", "F", "F", "H", "H", "H", "H", "H", "C", "C", "O", "S", "O", "O", "O", "H", "H", "H", "H", "C", "C", "O", "S", "O", "O", "O", "H", "H", "H", "H", "C", "C", "O", "S", "O", "O", "O", "H", "H", "H", "H"],
  "xyz": [[-7.43732, 2.39959, 1.87191], [-6.73040, 1.28789, 2.63791], [-5.41113, 1.68679, 2.99661], [-4.47852, 1.79431, 2.07446], [-4.54085, 1.40510, 0.94665], [-3.25354, 2.57510, 2.56706], [-2.84920, 3.46117, 1.63519], [-3.48161, 3.28866, 3.67363], [-2.22467, 1.75002, 2.77672], [-7.47812, 3.26411, 2.53839], [-8.44906, 2.14156, 1.56582], [-6.89159, 2.73498, 0.98946], [-6.80177, 0.33644, 2.11211], [-7.27494, 1.18308, 3.57410], [4.22180, -0.14213, 3.17370], [3.60720, 0.59621, 1.98381], [2.48352, 1.32899, 2.49086], [2.61499, 2.61334, 2.83934], [3.63488, 3.22121, 2.77183], [1.29667, 3.28000, 3.24254], [0.32008, 2.38348, 3.34813], [1.39033, 3.92441, 4.39058], [0.98923, 4.14823, 2.27120], [4.57993, 0.45540, 4.00974], [5.03404, -0.79291, 2.84714], [3.42228, -0.76461, 3.58108], [3.32665, -0.06409, 1.17276], [4.36459, 1.30250, 1.63457], [5.54303, -1.04136, -6.94294], [4.15757, -0.51524, -7.28042], [3.63534, 0.19390, -6.14804], [2.41900, 0.64122, -6.16734], [1.55609, 0.35136, -6.95297], [2.01809, 1.42383, -4.90417], [3.06963, 1.93310, -4.28912], [1.15539, 2.40413, -5.24994], [1.28409, 0.64674, -4.08608], [5.58945, -1.70391, -6.08122], [6.30753, -0.27763, -6.80279], [5.82562, -1.60471, -7.83553], [3.54000, -1.39035, -7.49020], [4.15941, 0.10294, -8.17609], [-3.49502, -0.59551, -1.75655], [-3.44935, 0.30832, -2.98397], [-4.29851, 1.43215, -2.78664], [-3.77509, 2.58027, -2.34617], [-2.61316, 2.84433, -2.33454], [-4.82783, 3.58324, -1.84817], [-4.26435, 4.38675, -0.93923], [-5.18472, 4.42264, -2.84547], [-5.89633, 2.96269, -1.38427], [-4.46100, -0.84495, -1.32492], [-2.90811, -0.10556, -0.97777], [-2.95398, -1.52982, -1.92522], [-3.79868, -0.19784, -3.88496], [-2.43635, 0.61622, -3.24791], [-2.56182, 7.79971, -0.87296], [-1.10854, 8.23524, -1.12692], [-0.26600, 7.12375, -1.31548], [1.05826, 7.23456, -1.31836], [1.70903, 8.22107, -1.38062], [1.74485, 5.87243, -1.16851], [0.90070, 4.84475, -1.20757], [2.55667, 5.73118, -2.22790], [2.46949, 5.85496, -0.06798], [-3.25317, 8.63879, -0.90478], [-2.58931, 7.17892, 0.01655], [-2.85043, 7.25850, -1.77852], [-0.73670, 8.83430, -0.28867], [-1.06682, 8.95227, -1.95174], [3.25446, -2.88630, -0.01501], [2.07622, -3.85420, 0.12172], [2.35502, -4.97567, 0.94224], [2.92698, -6.03007, 0.39919], [3.32314, -6.12329, -0.72527], [2.97727, -7.24152, 1.33744], [2.52248, -6.95391, 2.55929], [2.32759, -8.29464, 0.85960], [4.28156, -7.60030, 1.43955], [4.17699, -3.37426, -0.32552], [3.47384, -2.32004, 0.89370], [2.97835, -2.07984, -0.69819], [1.60802, -4.09819, -0.82917], [1.30382, -3.26463, 0.61498], [0.89933, -0.86942, 5.41188], [1.13241, -0.21177, 6.75805], [1.40318, -1.17197, 7.79372], [2.60412, -1.73648, 7.79185], [3.44762, -1.45426, 6.99437], [2.78663, -2.75135, 8.91123], [2.14742, -2.34220, 10.01263], [2.31996, -3.94129, 8.54467], [4.08039, -2.87544, 9.19189], [0.27934, -0.20747, 4.80505], [0.44397, -1.85339, 5.49834], [1.82390, -0.95104, 4.84406], [0.30024, 0.41034, 7.08067], [2.00375, 0.44804, 6.79668], [-0.62669, -1.92222, -5.57968], [0.59626, -2.82990, -5.61364], [0.38188, -3.69531, -4.49984], [-0.22345, -2.87415, -3.22702], [0.84735, -2.35907, -2.42765], [-1.30890, -3.59946, -2.65668], [-0.88010, -1.73985, -4.17369], [-1.47331, -2.49569, -5.95489], [-0.44208, -0.92901, -5.97631], [1.52198, -2.26109, -5.50976], [0.62812, -3.48502, -6.47955], [-0.47443, 1.33092, -0.78108], [0.92644, 0.71112, -0.84780], [1.07544, -0.00760, 0.37062], [-0.30305, -0.67106, 0.83275], [-0.40897, -0.87901, 2.25702], [-0.63687, -1.85263, 0.05190], [-1.04121, 0.73734, 0.38044], [-1.07965, 1.13229, -1.65992], [-0.44875, 2.40703, -0.62127], [1.74494, 1.42746, -0.84999], [1.02402, 0.00640, -1.67385], [-1.39244, -4.65815, 1.52361], [-2.21449, -4.76311, 0.19609], [-2.89755, -6.04000, 0.32825], [-1.98835, -7.08254, 1.18063], [-0.84981, -7.45745, 0.38467], [-2.83644, -8.02344, 1.83907], [-1.60100, -5.88761, 2.19770], [-1.82802, -3.88084, 2.14743], [-0.35000, -4.40816, 1.34868], [-1.64206, -4.97719, -0.70152], [-2.94432, -3.97465, 0.05446]],
  "atomic_forces_ev_per_a": [[0.5, 0.6, 0.1], [-1.5, 0.1, -0.5], [0.4, 0.1, 0.6], [-0.6, 0.1, -0.4], [0.1, -0.2, -0.3], [1.0, 0.7, 0.0], [-0.4, -0.4, -0.1], [-0.1, -0.4, 0.1], [-0.4, -0.1, 0.2], [-0.2, 0.0, -0.1], [0.0, -0.2, 0.1], [0.0, -0.3, -0.1], [0.6, 0.0, -0.1], [0.4, -0.2, 0.2], [-0.7, -0.9, -0.3], [1.9, 1.0, 1.4], [-1.4, 0.3, -0.1], [1.0, -1.2, -0.7], [0.4, 0.7, 0.3], [-0.1, -0.7, -0.4], [-0.3, 0.1, 0.0], [0.2, 0.3, 0.3], [-0.2, 0.2, 0.0], [0.0, 0.5, -0.3], [0.0, 0.0, 0.0], [0.2, -0.3, 0.1], [-0.5, 0.0, 0.2], [-0.3, 0.1, -0.3], [0.2, 0.2, -0.6], [0.4, -1.1, 0.1], [1.1, 0.6, 0.4], [-1.5, -1.0, 0.0], [0.2, 0.2, -0.3], [-1.0, 0.8, -0.6], [-0.2, 0.0, 0.5], [0.8, 0.0, 0.0], [0.7, -0.4, 0.2], [-0.3, 0.0, 0.0], [-0.2, 0.2, 0.0], [0.2, -0.1, 0.2], [-0.3, 0.2, 0.1], [-0.1, 0.3, 0.2], [1.2, 0.2, 0.3], [0.1, -1.1, -0.4], [-0.8, 1.1, 0.4], [0.3, -1.1, -0.4], [0.4, 0.3, 0.1], [0.6, 0.8, -0.6], [-0.4, -0.6, 0.4], [-0.3, -0.5, -0.1], [-0.2, 0.3, 0.3], [-0.3, 0.3, -0.4], [-0.3, 0.1, 0.2], [-0.1, 0.0, -0.3], [-0.4, 0.1, 0.1], [0.0, 0.2, 0.4], [1.2, -0.3, -1.4], [-0.7, 2.2, 0.6], [0.1, -1.2, -0.1], [-1.0, -0.1, 0.4], [0.3, 0.9, -0.1], [-0.2, 0.2, -1.3], [-0.1, -0.3, 0.5], [0.4, -0.1, 0.0], [0.1, -0.3, 0.4], [0.2, 0.2, 0.7], [-0.5, 0.0, 0.0], [-0.1, -0.6, 0.3], [0.1, -0.3, 0.2], [0.1, -0.4, -0.4], [0.1, 0.1, 0.0], [0.0, 1.9, -0.2], [-0.3, -0.2, 0.8], [-0.5, -0.1, -1.0], [0.2, 0.0, -0.1], [0.9, -0.2, 0.6], [0.0, -0.2, -0.1], [-0.2, 0.3, -0.1], [-0.3, 0.1, 0.2], [-0.1, 0.0, -0.2], [-0.1, -0.5, 0.4], [0.0, -0.3, -0.4], [0.5, -0.6, -0.1], [-0.1, -0.4, 0.4], [0.3, 0.7, -0.4], [0.8, 0.4, 0.0], [-0.7, -0.8, 1.0], [-0.6, 1.3, -1.2], [0.8, -0.4, 0.0], [0.1, 0.2, 0.3], [0.0, -0.3, 0.0], [-0.2, -0.2, 0.0], [0.0, -0.1, 0.1], [-0.3, -0.2, 0.0], [-0.2, 0.1, 0.1], [0.1, -0.3, 0.2], [-0.2, -0.5, 0.3], [-0.1, 0.1, -0.6], [0.3, -0.6, 0.5], [-0.1, 0.2, 0.0], [0.0, -0.2, 1.4], [-0.3, 0.1, -1.9], [-0.7, -0.1, -0.6], [0.8, 0.1, 0.0], [0.4, 0.3, 1.2], [-0.1, 0.5, -0.4], [-0.3, -0.1, -0.4], [0.1, -0.1, 0.1], [0.1, 0.2, -0.1], [0.4, 0.1, 0.1], [0.2, -0.2, -0.5], [0.5, -1.7, 1.0], [-0.6, 0.4, 0.0], [0.5, 1.1, -1.7], [0.2, 2.0, 0.2], [-1.3, -1.8, 1.0], [0.1, -0.1, 0.0], [-0.1, 0.0, 0.1], [-0.1, 0.1, -0.1], [0.0, 0.1, 0.0], [-0.8, 0.8, -0.8], [0.6, -1.7, 0.0], [-0.7, -1.0, 0.3], [-0.6, 2.2, -0.6], [-0.8, 0.0, 0.8], [0.9, 0.6, -0.5], [0.8, -1.3, 0.6], [0.1, -0.1, 0.2], [0.1, -0.4, 0.0], [0.5, 1.1, 0.1], [-0.1, -0.1, 0.0]],
  "mulliken_charge": [-0.885, -0.205, -0.321, 0.126, -0.316, 0.951, -0.178, -0.284, -0.233, 0.338, 0.395, 0.071, 0.300, 0.312, -1.440, 0.240, -0.017, 0.272, -0.527, 0.949, -0.167, -0.274, -0.226, 0.395, 0.447, 0.135, -0.148, 0.470, -1.231, -0.138, -0.219, 0.295, -0.573, 1.040, -0.240, -0.257, -0.278, 0.314, 0.335, 0.395, 0.246, 0.336, 0.062, -0.083, -0.380, 0.503, -0.533, 0.767, -0.208, -0.296, -0.263, 0.454, -0.368, -0.006, 0.436, -0.065, -1.076, -0.314, -0.140, 0.155, -0.510, 0.986, -0.172, -0.294, -0.251, 0.416, 0.268, 0.264, 0.345, 0.309, -0.939, 0.512, -0.256, 0.397, -0.531, 0.828, -0.240, -0.244, -0.272, 0.476, 0.141, 0.116, 0.312, -0.427, -0.105, -0.556, -0.386, 0.373, -0.509, 0.872, -0.247, -0.245, -0.238, 0.023, 0.464, -0.138, 0.375, 0.357, -0.309, -0.326, -0.403, 1.118, -0.466, -0.624, -0.159, 0.316, 0.313, 0.141, 0.346, 1.309, -0.206, -0.019, 0.212, -0.519, -0.036, -0.334, -0.819, 0.182, 0.496, -0.348, 0.366, -0.008, -0.460, 1.060, -0.485, -0.566, -0.391, 0.272, -0.158, 0.216, 0.162],
  "de_lowest_kcal_mol": 13.72,
  "smiles": "CCOC(=O)C(F)(F)F.CCOC(=O)C(F)(F)F.CCOC(=O)C(F)(F)F.CCOC(=O)C(F)(F)F.CCOC(=O)C(F)(F)F.CCOC(=O)C(F)(F)F.CCOC(=O)C(F)(F)F.O=S1(=O)OCCO1.O=S1(=O)OCCO1.O=S1(=O)OCCO1"
}


No. 2
{
  "formula": "C2H4IPS",
  "method": "the ωB97M-V functional and the def2-TZVPD basis",
  "species": ["C", "C", "P", "S", "I", "H", "H", "H", "H"],
  "xyz": [[1.36977, -0.43858, -0.01998], [2.03678, -0.03803, -1.16627], [-3.33844, 1.11471, 1.51185], [0.02554, -0.56890, 0.71973], [-4.14798, -1.03966, 0.77020], [2.64864, -0.81188, -1.78885], [2.91309, 0.47659, -0.98863], [1.35595, 0.52082, -1.88424], [-2.86335, 0.78493, 2.84618]],
  "atomic_forces_ev_per_a": [[0.0, -1.5, 1.7], [-0.1, -0.6, -4.5], [0.2, 0.1, 0.3], [-0.6, 0.1, 0.3], [0.1, 0.1, 0.3], [-1.8, 0.3, 1.1], [1.6, 2.1, 1.0], [0.9, -0.4, 0.5], [-0.3, -0.2, -0.7]],
  "mulliken_charge": [0.102, -0.633, -0.091, -0.260, 0.007, 0.262, 0.287, 0.252, 0.074],
  "de_lowest_kcal_mol": 76.18
}


No. 3
{
  "formula": "C14H40AsF6O14",
  "method": "the ωB97M-V functional and the def2-TZVPD basis",
  "species": ["As", "F", "F", "F", "F", "F", "F", "O", "H", "H", "O", "H", "H", "C", "C", "C", "O", "C", "O", "O", "H", "H", "H", "H", "H", "H", "C", "C", "C", "O", "C", "O", "O", "H", "H", "H", "H", "H", "H", "C", "O", "H", "H", "H", "H", "C", "O", "H", "H", "H", "H", "C", "O", "H", "H", "H", "H", "C", "O", "H", "H", "H", "H", "C", "O", "H", "H", "H", "H", "C", "O", "H", "H", "H", "H"],
  "xyz": [[0.20633, -0.29367, 1.18046], [1.63808, 0.64221, 0.54684], [1.20737, -0.93217, 2.50247], [-1.10737, -1.45075, 1.66903], [-0.86208, 0.23643, -0.12502], [0.82477, -1.61014, 0.07862], [-0.27710, 1.12089, 2.15034], [2.68145, -2.05846, 4.14934], [2.46344, -1.63384, 4.97903], [2.21041, -1.55054, 3.48875], [0.83777, -4.25843, 1.50466], [1.54677, -4.48417, 0.90251], [0.61952, -3.35168, 1.28925], [-1.80605, -3.11627, -0.86735], [-2.54564, -3.58741, -2.14092], [-3.45660, -2.48989, -2.69264], [-2.94548, -2.37903, -4.05483], [-1.73357, -2.94054, -4.13251], [-1.03914, -2.85590, -5.15796], [-1.52848, -3.70201, -3.09233], [-1.01536, -3.72677, -0.43126], [-2.47212, -3.17590, -0.00660], [-1.47625, -2.08083, -0.95222], [-3.05771, -4.52986, -1.94682], [-3.37655, -1.56446, -2.12233], [-4.46383, -2.89376, -2.59019], [4.47451, 3.19139, -2.09674], [3.01702, 2.72793, -2.07234], [2.07860, 3.36733, -1.07598], [1.14866, 4.05688, -1.90924], [1.39475, 3.91242, -3.17875], [0.92491, 4.56936, -4.08952], [2.45383, 3.10130, -3.34819], [4.97667, 2.64789, -2.89707], [4.98396, 3.08096, -1.13946], [4.48942, 4.26540, -2.28213], [2.94217, 1.65529, -1.89359], [2.51984, 4.04379, -0.34399], [1.37878, 2.70002, -0.57293], [-2.17927, -0.33210, 4.81605], [-3.27236, -0.27199, 5.71543], [-1.85827, 0.60693, 4.36518], [-1.34797, -0.89306, 5.24311], [-2.48927, -0.88811, 3.93125], [-3.46386, 0.65060, 5.89916], [-2.44805, 3.80295, -0.15509], [-3.53337, 3.77305, 0.86288], [-2.07905, 2.77902, -0.21430], [-2.89695, 4.12342, -1.09524], [-1.68659, 4.47409, 0.24222], [-3.70287, 2.84924, 1.06151], [3.78533, -3.53090, 0.57440], [3.00739, -4.55214, 0.03259], [3.13583, -2.68927, 0.81508], [4.32338, -3.75853, 1.49460], [4.52689, -3.15813, -0.13217], [3.20984, -4.63525, -0.90213], [-4.02034, -0.22584, 0.07187], [-3.34502, 0.19068, 1.22976], [-4.18282, -1.29948, -0.02292], [-4.98863, 0.22089, -0.15385], [-3.33645, 0.08874, -0.71644], [-2.64753, -0.42647, 1.46264], [-1.82396, 1.96526, -2.86158], [-0.85384, 0.90366, -2.79668], [-1.34927, 2.94402, -2.79222], [-2.32437, 1.74289, -3.80404], [-2.54862, 1.86050, -2.05412], [-0.65142, 0.80073, -1.86392], [4.01848, 1.39020, 2.72746], [3.95838, 1.47580, 1.29838], [4.80743, 0.79985, 3.19345], [4.15399, 2.41380, 3.07671], [3.12104, 1.03918, 3.23684], [3.12646, 1.11278, 0.98577]],
  "atomic_forces_ev_per_a": [[0.8, -1.0, -1.0], [-2.0, -0.7, 0.5], [-1.4, 1.1, -1.5], [1.2, 1.5, 0.0], [0.9, 0.0, 0.9], [-0.7, 1.4, 1.4], [0.4, -1.8, -0.9], [0.7, -0.4, 0.6], [0.0, 0.0, 0.2], [0.1, -0.2, 0.0], [-0.8, -0.2, 0.6], [0.3, -0.1, -0.4], [0.0, 0.2, 0.0], [-1.1, -0.2, 1.0], [1.3, 1.1, 2.7], [0.5, -1.1, -0.1], [-1.5, 1.1, 0.9], [1.0, 0.0, -4.3], [-1.6, -0.2, 3.2], [1.5, -1.2, -0.4], [0.4, -0.3, -1.0], [-0.6, 0.4, 0.0], [0.1, -0.2, -0.2], [0.1, -0.1, -0.5], [0.2, 0.1, -0.5], [-0.3, 0.5, -0.9], [-0.6, 0.2, 0.3], [0.7, -0.4, 0.1], [-1.3, 0.0, 0.3], [-1.2, 1.5, 1.0], [1.2, 1.7, -2.4], [-0.1, -1.3, 1.3], [0.0, -0.9, 0.0], [0.2, 0.2, 0.1], [-0.1, -0.5, 0.0], [0.0, 0.0, -0.4], [0.2, -0.1, -0.6], [0.1, 0.1, -0.2], [0.9, -0.5, 0.4], [-0.1, -0.7, -1.1], [0.0, 0.4, 0.2], [0.1, 0.3, 0.6], [0.1, 0.3, 0.2], [-0.1, -0.3, 0.0], [0.0, -0.1, 0.0], [-1.5, -0.5, 1.8], [0.8, 0.3, -0.9], [0.4, 0.3, -0.3], [0.4, 0.1, 0.0], [0.0, 0.0, -0.4], [0.1, -0.1, 0.1], [0.5, 1.8, 0.3], [0.3, -1.2, -0.5], [0.0, 0.1, 0.0], [-0.2, -0.7, 0.0], [0.1, -0.1, -0.1], [-0.2, 0.0, 0.1], [1.1, -0.1, -1.1], [-1.4, 0.6, 1.0], [0.2, -0.2, 0.3], [0.0, 0.5, 0.8], [-0.3, -0.3, -0.8], [0.0, -0.3, -0.2], [0.3, -1.3, -0.3], [-0.1, 0.5, 0.2], [-0.1, 0.1, -0.3], [-0.1, 0.8, -0.1], [-0.1, 0.0, 0.0], [0.3, -0.3, 0.0], [-0.4, 1.0, 0.2], [0.8, -0.3, 0.8], [0.4, -0.3, -0.8], [0.1, 0.1, 0.2], [-0.4, -0.1, -0.5], [0.0, -0.2, 0.2]],
  "mulliken_charge": [1.995, -0.647, -0.397, -0.501, -0.260, -0.504, -0.499, -0.714, 0.286, 0.527, -0.718, 0.444, 0.144, -0.978, 0.303, 0.147, -0.387, 0.676, -0.623, -0.377, 0.414, 0.373, 0.018, 0.349, -0.212, 0.308, -1.446, 0.637, 0.076, -0.372, 0.688, -0.629, -0.392, 0.342, 0.313, 0.401, 0.270, 0.188, -0.116, -0.330, -0.552, 0.218, 0.244, 0.101, 0.316, 0.214, -0.608, -0.486, 0.296, 0.245, 0.309, -0.335, -0.544, -0.057, 0.238, 0.345, 0.292, -0.105, -0.453, 0.309, 0.356, -0.275, 0.135, -0.497, -0.461, 0.138, 0.326, 0.121, 0.287, -0.657, -0.555, 0.268, 0.285, 0.168, 0.577],
  "de_lowest_kcal_mol": 28.03,
  "total_charge": -1
}


Number 1: molar mass 1366.88 g/mol. Number 2: molar mass 218.00 g/mol. Number 3: molar mass 621.37 g/mol.